1.
Entry from the OMol25 dataset: one molecule with the formula C5H7NO2 in a non-equilibrium geometry (wB97M-V/def2-TZVPD).

## Properties
Frontier orbital gap ... 10.34 eV
Total energy ... -399.76574 a.u.

Geometry as ORCA input:
```
! RIJCOSX wB97M-V def2-TZVPD def2/J DEFGRID3
* xyz 0 1
C -0.957 -1.089 -0.536
C 0.312 -1.521 0.248
C 1.130 0.887 0.150
C 0.014 0.864 -0.608
C -1.136 0.151 0.092
H 0.675 -2.415 -0.287
H 0.098 -1.681 1.413
H 1.168 1.327 1.186
H 1.983 1.379 -0.193
H 0.177 0.788 -1.737
H -1.290 2.006 0.634
H -1.050 -0.004 1.124
N -1.344 1.592 -0.333
O -1.219 -1.788 -1.536
O 1.440 -0.497 0.383
*
```

natural (NBO) analysis output, partial charges in e: atom 1 (C): 0.51, atom 2 (C): -0.17, atom 3 (C): -0.13, atom 4 (C): -0.07, atom 5 (C): -0.19, atom 6 (H): 0.23, atom 7 (H): 0.19, atom 8 (H): 0.18, atom 9 (H): 0.21, atom 10 (H): 0.26, atom 11 (H): 0.35, atom 12 (H): 0.22, atom 13 (N): -0.52, atom 14 (O): -0.53, atom 15 (O): -0.54

***

2.
Entry from the OMol25 dataset: one molecule with the formula C5H7NO2 in a non-equilibrium geometry (wB97M-V/def2-TZVPD).

## Properties
Frontier orbital gap ... 8.90 eV
Total energy ... -399.90608 a.u.

Geometry as ORCA input:
```
! RIJCOSX wB97M-V def2-TZVPD def2/J DEFGRID3
* xyz 0 1
C 1.920 -1.111 0.570
C -2.327 0.413 -0.656
C 0.013 0.650 0.257
C -1.058 -0.240 -0.228
C 1.361 -0.106 -0.389
N -0.141 1.595 1.069
O -0.674 -1.349 -0.615
O 1.921 0.360 -1.339
H 0.709 2.137 1.234
H 2.240 -0.630 1.493
H 1.150 -1.842 0.811
H -2.164 0.956 -1.588
H -2.619 1.142 0.098
H -3.089 -0.345 -0.824
H 2.758 -1.629 0.106
*
```

natural (NBO) analysis output, partial charges in e: atom 1 (C): -0.73, atom 2 (C): -0.72, atom 3 (C): 0.12, atom 4 (C): 0.53, atom 5 (C): 0.59, atom 6 (N): -0.57, atom 7 (O): -0.52, atom 8 (O): -0.52, atom 9 (H): 0.35, atom 10 (H): 0.24, atom 11 (H): 0.25, atom 12 (H): 0.26, atom 13 (H): 0.24, atom 14 (H): 0.24, atom 15 (H): 0.24

***

3.
Entry from the OMol25 dataset: one molecule with the formula C5H7NO2 in a non-equilibrium geometry (wB97M-V/def2-TZVPD).

## Properties
Frontier orbital gap ... 10.29 eV
Total energy ... -399.91798 a.u.

Geometry as ORCA input:
```
! RIJCOSX wB97M-V def2-TZVPD def2/J DEFGRID3
* xyz 0 1
C 0.472 -0.181 -1.938
C -1.213 0.852 0.121
C 0.248 1.192 -0.150
C -0.076 -0.162 0.374
C 0.365 -0.771 1.667
N 0.121 -0.975 -0.906
O 0.544 -0.532 -3.080
O 0.515 1.114 -1.572
H -1.517 1.257 1.120
H -1.929 0.928 -0.637
H 0.899 1.769 0.453
H -0.184 -1.525 2.117
H 0.551 0.071 2.277
H 1.384 -1.127 1.349
H -0.179 -1.910 -1.194
*
```

natural (NBO) analysis output, partial charges in e: atom 1 (C): 0.86, atom 2 (C): -0.45, atom 3 (C): 0.06, atom 4 (C): 0.13, atom 5 (C): -0.61, atom 6 (N): -0.66, atom 7 (O): -0.62, atom 8 (O): -0.47, atom 9 (H): 0.21, atom 10 (H): 0.24, atom 11 (H): 0.21, atom 12 (H): 0.23, atom 13 (H): 0.22, atom 14 (H): 0.23, atom 15 (H): 0.43

***

4.
Entry from the OMol25 dataset: one molecule with the formula C5H7NO2 in a non-equilibrium geometry (wB97M-V/def2-TZVPD).

## Properties
Frontier orbital gap ... 9.97 eV
Total energy ... -399.92222 a.u.

Geometry as ORCA input:
```
! RIJCOSX wB97M-V def2-TZVPD def2/J DEFGRID3
* xyz 0 1
C 0.514 -0.129 -0.190
C -0.619 -0.472 0.736
C 0.203 1.244 -0.732
C 0.764 -0.204 1.276
C -1.678 0.486 0.348
N 1.017 -1.158 -1.109
O -1.192 1.461 -0.482
O -2.851 0.323 0.619
H -0.968 -1.466 0.976
H 0.643 -1.018 -2.052
H 0.698 -2.091 -0.843
H 0.765 2.024 -0.205
H 0.401 1.338 -1.803
H 0.953 0.708 1.830
H 1.352 -1.046 1.631
*
```

natural (NBO) analysis output, partial charges in e: atom 1 (C): 0.10, atom 2 (C): -0.39, atom 3 (C): -0.07, atom 4 (C): -0.38, atom 5 (C): 0.78, atom 6 (N): -0.82, atom 7 (O): -0.49, atom 8 (O): -0.56, atom 9 (H): 0.25, atom 10 (H): 0.37, atom 11 (H): 0.37, atom 12 (H): 0.19, atom 13 (H): 0.20, atom 14 (H): 0.22, atom 15 (H): 0.24

***

Computed LUMO energy (eV) in order:
0.63; -0.28; 0.76; 0.78
Computed relative energy (zero: lowest compared OMol25 entry of this formula, charge and spin) (eV) in order:
5.4375; 1.6187; 1.2947; 1.1795